87
Properties=species:S:1:pos:R:3 method="wB97M-V/def2-TZVPD" de_lowest_ev=0.308 gap_ev=5.78 charge=+3 homo_energy_ev=-16.07 fmax_ha_per_bohr=0.008
C 3.70136 -1.13229 0.43916
C 1.55645 -3.30106 -0.16208
N 0.01611 -0.15177 1.87521
C -3.45281 -0.86361 1.01654
O -5.49195 -3.58392 0.14433
C -1.45891 4.51791 0.70261
H -3.29924 -3.24274 -0.23568
C 0.41143 3.10890 1.11201
N 3.74286 -0.78112 -1.66003
H 0.38164 6.14368 -0.20066
C 1.16493 0.44237 -3.18195
H -2.47840 -0.21671 -4.05682
N 0.17089 2.27701 -0.16197
N 0.43651 4.41319 -1.38186
H 5.06628 2.78975 1.33302
O -2.36424 -6.25825 0.04071
C -1.93302 -0.77120 3.37260
H -1.22378 3.94052 -2.57945
N -0.02246 4.46378 0.98136
H 0.02153 -6.31945 -0.07301
C -0.54585 0.37994 -4.84202
C 3.33087 1.64867 0.85961
H -4.97795 -5.31796 -0.89993
H 4.74996 2.51128 3.80018
C 1.43847 -4.67300 -0.13299
H -6.42637 -3.82059 0.14459
H 3.31124 -1.19701 1.44324
H 0.64125 2.54992 -2.22457
C 0.18123 -5.24805 -0.10713
H -1.56931 1.93616 -1.36103
N -1.29729 -0.31925 -0.19252
Ta 0.70986 -0.06564 -0.00894
C 0.70483 5.10845 -0.11488
C -1.43453 -0.01590 -3.85467
H 5.73567 -1.32376 -2.09128
O -2.91528 -1.09274 -1.69353
H 2.76043 1.18279 4.60426
C -2.09765 -0.55310 0.97305
H -4.06055 -0.89123 0.12895
C -4.71615 -4.75327 -0.00356
C 0.86228 3.04683 -1.28598
H -5.08347 -1.38978 2.28268
C -3.27957 -1.09629 3.41048
C -0.71647 -3.04721 -0.15537
H 1.93810 3.02307 -1.09489
H 2.16098 0.70592 -2.87570
N -3.35940 -4.23850 -0.11076
C -1.34603 -0.49764 2.14171
H 5.80454 -1.80769 0.61522
H -1.76880 5.55672 0.61122
H -0.88082 0.52672 -5.86101
C -2.29403 -5.05287 -0.06493
H -4.78165 -5.41881 0.85758
H 1.50471 0.94093 -5.22505
C 4.98229 -1.44752 0.01927
C -1.86388 -0.56842 -1.46055
C -0.91779 -4.40908 -0.12313
H 1.47191 3.11873 1.32514
N 0.31598 0.04339 -2.21307
H -3.73892 -1.31916 4.36358
H -1.36804 -0.74028 4.28612
C 4.04691 2.07789 3.09973
H 3.46860 1.72471 -0.21005
N 2.25747 0.96298 1.29691
N -1.74204 3.81261 -0.54998
H -2.01309 4.05430 1.51941
N 0.49945 -2.44537 -0.16878
C 4.96942 -1.20707 -1.33890
H -0.12992 2.61816 1.92341
H -1.32469 5.49169 -1.73031
C -0.96301 -0.15928 -2.56876
C 2.09349 0.82703 2.61529
O 0.71932 -0.35265 4.10622
C 4.22846 2.23122 1.72818
H 2.33300 -5.28089 -0.13020
C -1.34047 2.44647 -0.43066
C 0.89371 0.04252 2.99888
H 2.53460 -2.87617 -0.19742
H 3.41164 -0.62617 -2.59367
C 2.95720 1.34869 3.55322
C 0.77987 0.61360 -4.49210
H -1.57196 -2.41510 -0.13336
H 1.77661 5.09207 0.09173
C -4.03249 -1.13774 2.24613
H -1.87286 1.97754 0.39471
N 2.91808 -0.72569 -0.58216
C -1.00731 4.45491 -1.64090